Computed, not measured: a structure of composition C4H10N3OS, with the ωB97M-V functional and the def2-TZVPD basis.

Values from the calculation:
M in g mol⁻¹: 148.2
Total charge: +1
F_max in Eh/bohr: 0.0708
Kohn-Sham gap (alpha / beta) in eV: 8.11 / 8.12
Calculated total energy in Ha: -795.72101

```
19
Properties=species:S:1:pos:R:3:forces:R:3
C -1.841 0.586 0.072 1.9 -0.5 0.8
C -1.887 -0.545 0.967 0.0 -1.3 0.9
C 1.871 0.619 -0.269 -0.3 -1.5 -1.0
C 1.937 -0.949 -0.605 -0.8 2.0 -2.3
N -0.511 0.734 -0.356 1.8 1.9 -2.5
N -2.711 1.515 -0.313 -2.0 -0.6 1.5
N 0.554 0.768 0.356 -2.5 0.0 0.4
O 2.706 -1.489 0.404 0.2 -0.4 0.2
S -1.573 -1.280 -0.681 -0.7 0.3 -0.6
H -0.915 -0.866 1.477 -2.0 1.0 0.2
H -2.860 -0.792 1.392 0.5 -0.2 0.4
H 2.021 1.292 -1.172 -0.5 -0.8 1.4
H 2.633 0.730 0.500 -0.1 0.5 -0.1
H 0.878 -1.362 -0.699 1.5 0.3 0.3
H 2.359 -0.976 -1.664 -0.1 -0.5 1.4
H -3.688 1.548 0.071 1.6 -0.2 -0.6
H -2.444 2.260 -0.910 0.4 0.4 -0.6
H 0.400 0.521 1.338 0.8 0.0 0.1
H 3.070 -2.314 0.089 0.3 -0.5 0.1
```
Positions in Å, forces in eV/Å.